No. 1
{
  "formula": "C5H13N2",
  "method": "ωB97M-V/def2-TZVPD",
  "elements": ["C", "C", "C", "C", "C", "N", "N", "H", "H", "H", "H", "H", "H", "H", "H", "H", "H", "H", "H", "H"],
  "coordinates": [[2.11765, -0.50140, 0.89185], [1.07032, 0.54980, 0.29759], [-0.44691, 0.55059, 0.83627], [-1.57375, -0.07214, -0.04712], [-2.43659, -0.92501, 0.59275], [-1.55355, 0.21142, -1.40412], [1.28983, 0.30325, -1.22507], [1.50672, -1.39325, 1.04157], [3.02681, -0.90713, 0.45442], [2.31602, -0.28023, 1.92812], [1.36790, 1.55620, 0.54606], [-0.69075, 1.57758, 1.10956], [-0.34841, -0.10420, 1.70643], [-2.51050, -0.92867, 1.67868], [-3.15855, -1.31019, -0.13843], [-1.55412, 1.19773, -1.66731], [-2.38197, -0.25300, -1.77861], [0.39631, -0.24441, -1.51755], [2.16178, -0.18950, -1.54517], [1.40177, 1.16255, -1.75994]],
  "e_lumo_ev": [-8.399, -12.275],
  "relative_energy_kcal_mol": 65.30,
  "max_force_ev_per_a": 4.90,
  "spin_multiplicity": 2,
  "homo_energy_ev": [-20.07, -20.21],
  "total_charge": 2,
  "s2": 0.76
}

---

No. 2
{
  "formula": "C4H12NO3",
  "method": "ωB97M-V/def2-TZVPD",
  "elements": ["C", "O", "C", "C", "C", "O", "N", "H", "H", "H", "H", "H", "H", "H", "H", "H", "H", "H", "H", "O"],
  "coordinates": [[1.49859, 0.17713, 0.13437], [1.68308, -0.86635, 0.96603], [0.18983, -0.06926, -0.79883], [-0.99719, 0.75031, -0.37082], [-2.21297, 1.00775, -1.31779], [-3.26473, 1.52267, -0.55025], [-0.19450, -1.50295, -0.76413], [1.32864, 1.10914, 0.70188], [2.28136, 0.37673, -0.61788], [0.41946, 0.14208, -1.85464], [-1.39704, 0.18200, 0.50444], [-0.70483, 1.71395, 0.06055], [-1.87497, 1.74164, -2.04114], [-2.36361, 0.02425, -1.78359], [-3.36539, 1.09010, 0.31763], [-0.12603, -1.77013, 0.22006], [0.58132, -1.95544, -1.22329], [2.55291, -0.95608, 2.10218], [2.88025, -1.80402, 3.28515], [3.08580, -0.91352, 3.03008]],
  "e_lumo_ev": 3.491,
  "relative_energy_kcal_mol": 20.97,
  "max_force_ev_per_a": 3.23,
  "homo_energy_ev": -3.69,
  "total_charge": -1
}

---

No. 3
{
  "formula": "C30H45BMoN11",
  "method": "ωB97M-V/def2-TZVPD",
  "elements": ["Mo", "C", "C", "C", "C", "N", "N", "B", "N", "N", "C", "C", "C", "C", "C", "C", "C", "C", "N", "N", "C", "C", "C", "C", "C", "C", "C", "C", "C", "C", "C", "C", "H", "H", "H", "H", "H", "H", "H", "H", "H", "H", "H", "H", "H", "H", "H", "H", "H", "H", "H", "H", "H", "H", "H", "H", "H", "H", "H", "H", "H", "H", "H", "H", "H", "H", "H", "H", "H", "H", "H", "H", "N", "C", "N", "C", "N", "C", "C", "N", "C", "C", "N", "H", "H", "H", "H", "H"],
  "coordinates": [[-0.22108, -0.29562, -0.20619], [1.50842, 1.62298, 4.48861], [0.68822, 0.73218, 3.64971], [-0.20738, -0.22902, 4.09791], [-0.76728, -0.84262, 2.98481], [-0.21448, -0.26492, 1.86661], [0.66682, 0.69398, 2.31101], [1.49712, 1.56708, 1.36761], [2.39062, 0.64298, 0.53411], [1.78982, -0.18872, -0.36519], [2.77992, -0.67732, -1.17629], [3.99642, -0.21492, -0.70609], [3.71992, 0.63628, 0.36971], [4.66942, 1.41698, 1.17501], [2.60042, -1.49712, -2.42749], [3.42092, -0.82292, -3.54489], [1.13142, -1.60192, -2.87779], [3.19762, -2.89492, -2.17939], [0.56022, 2.33348, 0.39781], [-0.23578, 1.74698, -0.56099], [-0.76918, 2.74528, -1.31349], [-0.34658, 3.96048, -0.79039], [0.49802, 3.67218, 0.27691], [1.22042, 4.64438, 1.11521], [-1.61998, 2.63958, -2.55709], [-2.98208, 3.29578, -2.26269], [-1.78978, 1.19448, -3.05889], [-0.95098, 3.48708, -3.65719], [-1.81168, -1.91722, 3.21691], [-1.17368, -3.02242, 4.08131], [-2.96948, -1.25072, 3.99021], [-2.40968, -2.60412, 1.99131], [1.30842, 1.41078, 5.53531], [1.28352, 2.67238, 4.30541], [2.57252, 1.47848, 4.30901], [-0.40778, -0.43662, 5.12731], [2.14742, 2.32248, 1.97721], [4.97032, -0.43612, -1.08809], [5.68912, 1.11778, 0.95171], [4.48712, 1.28098, 2.23861], [4.57072, 2.48178, 0.96241], [3.06262, 0.18128, -3.75639], [3.35422, -1.41392, -4.45419], [4.47002, -0.76302, -3.27649], [0.49282, -0.87252, -2.31849], [0.74492, -2.61062, -2.73659], [1.04122, -1.37352, -3.93769], [4.23672, -2.80622, -1.87179], [3.17052, -3.47632, -3.09659], [2.65422, -3.43402, -1.40649], [-0.60058, 4.93888, -1.13499], [0.91242, 5.65208, 0.85191], [2.29652, 4.56878, 0.96451], [1.02162, 4.48618, 2.17261], [-3.48178, 2.84838, -1.40719], [-3.62698, 3.20958, -3.13299], [-2.84748, 4.35518, -2.05909], [-2.81078, 0.84278, -2.93169], [-1.10098, 0.50308, -2.53439], [-1.56368, 1.13588, -4.12049], [-0.80538, 4.50948, -3.32569], [-1.59898, 3.52118, -4.52909], [0.01262, 3.08398, -3.95479], [-0.71508, -2.63432, 4.98291], [-0.41768, -3.56422, 3.51391], [-1.94288, -3.72912, 4.37591], [-2.62998, -0.78092, 4.90681], [-3.70438, -2.00412, 4.25661], [-3.46338, -0.49822, 3.37641], [-1.66258, -3.20002, 1.47021], [-2.88688, -1.89062, 1.32651], [-3.18148, -3.28982, 2.33371], [-4.48068, -0.33832, -1.01209], [-3.51658, 0.32768, -0.36709], [-2.39128, -0.37772, -0.42409], [-2.76738, -1.52262, -1.11739], [-4.02478, -1.48882, -1.47929], [-1.80968, -2.59422, -1.13809], [-2.02278, -3.90662, -1.57879], [-1.11958, -4.83492, -1.36719], [-0.04088, -4.53492, -0.66179], [0.21262, -3.23792, -0.23419], [-0.64678, -2.23892, -0.52269], [-5.45338, -0.08192, -1.14999], [-3.65718, 1.25828, 0.15021], [-2.92758, -4.19042, -2.09819], [0.63452, -5.35202, -0.44599], [1.09372, -2.98132, 0.34971]],
  "e_lumo_ev": [-11.642, -10.937],
  "max_force_ev_per_a": 3.09,
  "spin_multiplicity": 3,
  "homo_energy_ev": [-17.45, -17.44],
  "total_charge": 3,
  "s2": 2.03
}

---

No. 4
{
  "formula": "C39H54ClF9NO26S2Si",
  "method": "ωB97M-V/def2-TZVPD",
  "elements": ["C", "C", "Cl", "C", "C", "S", "O", "O", "F", "C", "S", "C", "C", "C", "C", "C", "O", "O", "N", "C", "C", "C", "O", "Si", "C", "C", "C", "C", "C", "F", "H", "H", "H", "H", "H", "H", "H", "H", "H", "H", "H", "H", "H", "H", "H", "H", "H", "H", "H", "H", "H", "H", "H", "H", "H", "H", "H", "H", "H", "H", "H", "H", "H", "C", "C", "O", "C", "O", "O", "F", "H", "H", "H", "C", "C", "O", "C", "O", "O", "F", "H", "H", "H", "C", "C", "O", "C", "O", "O", "F", "H", "H", "H", "C", "C", "O", "C", "O", "O", "F", "H", "H", "H", "C", "C", "O", "C", "O", "O", "F", "H", "H", "H", "C", "C", "O", "C", "O", "O", "F", "H", "H", "H", "C", "C", "O", "C", "O", "O", "F", "H", "H", "H"],
  "coordinates": [[-0.96009, 0.00040, 1.03573], [-0.80203, 0.19168, -0.48283], [-0.84950, 1.94636, -0.82723], [-1.92024, -0.56885, -1.22278], [-1.46772, -1.99389, -1.70336], [-0.72416, -1.59991, -3.33360], [0.22012, -0.55851, -3.18841], [-0.20025, -2.74835, -3.95854], [-1.91858, -1.04582, -4.18989], [-0.55969, -2.72697, -0.69840], [0.50961, -4.11948, -1.25519], [-1.57815, -3.41443, 0.20542], [-1.28566, -3.85622, 1.58967], [-2.02151, -5.14162, 2.02494], [-1.70347, -6.40056, 1.17905], [-0.24299, -6.60297, 0.82521], [0.02228, -7.26379, -0.11193], [0.75414, -6.07708, 1.58900], [-2.66774, -3.51261, -0.46199], [-2.71986, -2.94183, -1.80967], [-4.09978, -2.29360, -2.08860], [-4.92802, -2.03064, -0.81019], [-5.71744, -3.16413, -0.47246], [-7.37649, -2.70206, -0.40878], [-7.64788, -1.37260, 0.89353], [-8.44804, -4.18178, 0.08194], [-7.97923, -2.17948, -2.13492], [-2.64752, -4.07826, -2.87876], [-3.54515, -5.28310, -2.54195], [-2.91428, -3.58128, -4.12106], [-2.01227, 0.13508, 1.31604], [-0.67913, -1.00418, 1.36778], [-0.34000, 0.69982, 1.59411], [0.17802, -0.20531, -0.74882], [-2.20254, 0.03597, -2.08922], [-2.79253, -0.59771, -0.56738], [0.13550, -2.15584, -0.07706], [-0.37792, -5.13024, -1.43445], [-0.21174, -3.88386, 1.76843], [-1.65627, -3.04760, 2.24227], [-3.10349, -4.95919, 2.03803], [-1.74659, -5.33503, 3.06500], [-2.00920, -7.26474, 1.77822], [-2.31807, -6.39213, 0.27700], [1.34504, -5.63624, 0.95419], [-3.42942, -3.99182, 0.02536], [-4.73556, -2.92249, -2.71364], [-3.96871, -1.37332, -2.66258], [-5.54499, -1.14940, -1.04070], [-4.31280, -1.74172, 0.05336], [-6.94700, -0.52984, 0.82949], [-8.66048, -0.95715, 0.85808], [-7.52348, -1.78779, 1.90169], [-8.65754, -4.09171, 1.15417], [-9.40386, -4.12183, -0.44316], [-7.92435, -5.12719, -0.08801], [-8.80090, -1.46251, -2.08707], [-8.20550, -3.05681, -2.74308], [-7.13374, -1.65488, -2.60917], [-1.62871, -4.46465, -2.94911], [-4.35729, -5.06276, -1.84388], [-2.89891, -6.09409, -2.19150], [-3.94806, -5.63981, -3.49327], [1.75554, 2.43284, -3.22641], [3.05697, 2.88772, -2.62149], [3.78120, 3.34617, -3.74490], [2.85201, 3.77984, -4.65333], [3.09769, 4.46377, -5.58641], [1.61212, 3.32858, -4.33199], [3.73226, 1.85057, -2.05428], [1.80523, 1.40664, -3.59320], [0.91921, 2.52146, -2.53621], [2.96120, 3.69718, -1.89460], [4.84487, 7.50510, -4.67560], [3.59532, 8.31809, -4.88889], [3.77770, 9.40706, -4.00346], [5.12919, 9.59391, -3.89117], [5.63675, 10.56581, -3.44837], [5.80841, 8.51399, -4.36310], [2.48535, 7.63201, -4.51670], [4.75137, 6.81720, -3.83344], [5.13676, 6.94242, -5.55891], [3.46652, 8.69181, -5.90613], [5.13013, 0.30754, 0.29683], [4.94037, 0.60536, 1.75529], [3.51982, 0.54077, 1.90169], [3.08643, -0.33122, 0.96360], [1.99954, -0.83052, 0.95829], [4.03010, -0.57451, 0.03354], [5.35826, 1.86313, 2.06778], [5.03553, 1.19669, -0.32800], [6.08275, -0.17220, 0.08809], [5.42290, -0.10754, 2.43217], [-12.84673, 0.54077, -1.48007], [-12.71950, -0.39523, -2.65354], [-11.87132, -1.41224, -2.14753], [-12.09036, -1.46377, -0.79934], [-11.75511, -2.35973, -0.10015], [-12.74717, -0.35626, -0.37010], [-12.10922, 0.20386, -3.70351], [-12.03012, 1.26345, -1.43814], [-13.79309, 1.07606, -1.46776], [-13.66080, -0.83736, -2.98441], [4.54597, 6.08510, 2.57948], [5.18679, 5.18955, 1.55223], [6.40765, 5.84572, 1.27686], [6.74944, 6.52027, 2.41750], [7.82287, 6.95673, 2.64551], [5.68407, 6.60922, 3.26573], [4.44895, 5.13517, 0.41147], [3.98398, 6.90195, 2.12356], [3.89253, 5.54475, 3.26138], [5.39057, 4.17619, 1.89975], [8.56351, -1.30673, 5.65744], [7.33381, -2.17092, 5.71448], [6.53377, -1.62433, 4.66917], [7.40076, -1.10976, 3.75679], [7.09694, -0.80128, 2.64214], [8.63436, -0.98423, 4.26043], [6.67689, -2.03195, 6.88737], [8.45583, -0.38166, 6.23506], [9.46054, -1.82671, 5.98486], [7.51052, -3.23093, 5.52268], [7.86952, 4.29487, 5.28129], [7.80137, 3.22883, 4.21930], [8.57208, 2.17927, 4.78560], [8.45431, 2.30204, 6.13852], [8.74206, 1.44855, 6.91639], [7.95760, 3.51250, 6.47931], [8.38397, 3.63285, 3.06853], [8.75930, 4.91828, 5.18564], [6.99029, 4.93524, 5.29472], [6.79339, 2.86464, 4.00556]],
  "e_lumo_ev": -3.962,
  "max_force_ev_per_a": 2.37,
  "homo_energy_ev": -12.28,
  "total_charge": 1
}

---

Taking the records one at a time from the top gives calculated total energy values of -8355.58838, -11975.04343, -50740.67336, -162568.06243 eV.